75
Properties=species:S:1:pos:R:3:forces:R:3:mulliken_charge:R:1 method="wB97M-V/def2-TZVPD" energy_ev=-55390.2600 gap_ev="3.3726 / 3.4870" charge=+1 e_homo_ev="-9.495 / -9.495" fmax_ev_per_a=3.17
H 0.029919 -0.541350 3.980728 -0.02 0.25 0.09 0.385
C 0.259062 0.522900 4.115402 -0.35 -0.04 -0.12 -1.356
H 2.552759 1.292364 -1.553333 -0.26 0.45 -0.09 0.581
C 1.948442 2.172883 3.069740 0.10 0.47 0.06 0.674
C 0.393374 3.763116 -0.262111 -0.39 0.51 0.12 -0.726
H -1.337418 -3.339733 -4.502990 0.03 0.28 0.00 0.346
H 4.934478 2.963321 1.572405 -0.02 0.03 0.15 0.198
N 4.315081 -1.007543 -0.454623 0.03 1.25 0.35 -0.832
C -5.054464 -5.776383 -1.338333 -0.16 0.08 0.08 -1.101
C 1.160555 3.411971 3.233761 -0.14 0.34 -0.08 -1.494
H 0.131653 3.273000 2.873358 0.32 0.08 0.19 0.268
H 0.287159 0.719111 5.203176 0.05 -0.03 -0.36 0.335
H 1.751372 -1.902643 3.679523 0.30 0.17 0.10 0.407
C 2.663215 0.011309 3.338269 -0.35 -0.19 0.33 0.356
C 1.586122 2.915688 -0.641056 0.17 0.59 -0.75 -0.759
H -3.331714 0.000378 -4.254940 0.04 0.13 0.28 0.432
C -0.222927 0.119098 -0.756052 -0.05 -0.53 0.07 2.159
C 1.548210 0.872643 3.472954 -0.43 -0.31 0.39 0.426
H 2.535413 3.477387 -0.558172 -0.32 -0.66 0.37 0.540
H -0.995284 -0.542655 -1.215987 0.21 0.51 0.43 -0.349
C 5.145534 0.267549 2.819229 0.56 0.30 -0.01 -1.552
H -5.048431 -1.911556 -3.925425 0.19 -0.27 0.06 0.444
H -5.163942 -5.964505 -0.260528 0.04 -0.15 -0.35 0.372
H -1.710132 3.912221 0.231920 0.37 -0.31 -0.12 0.462
H -4.322878 -6.471597 -1.774435 -0.28 0.06 0.24 0.344
H -2.376031 0.365021 -2.769651 -0.29 -0.06 -0.19 -0.119
H -0.660172 -0.004375 1.386727 -0.28 0.40 -0.34 0.604
C 3.765793 0.783290 2.895753 0.35 0.03 -0.21 0.537
C 4.819531 0.069600 -0.554742 -0.40 -0.42 -0.40 0.725
H -0.564641 1.115792 3.691382 0.22 -0.19 0.19 0.321
H 3.501545 3.997434 1.727071 0.21 -0.11 0.15 0.322
H 0.713209 0.427986 -2.648761 -0.37 0.11 -0.01 0.469
H 0.328075 4.580782 -1.006947 0.04 -0.19 0.38 0.527
H -0.355160 1.767849 -2.184180 0.09 -0.43 -0.07 0.321
H -0.597014 -1.756963 -4.121605 -0.16 -0.16 -0.16 0.276
C -4.255428 -2.671947 -3.983135 0.18 -0.07 0.09 -0.899
H -1.412506 2.847094 -1.117918 0.10 0.05 0.39 0.328
H 3.025776 -1.471871 4.837081 -0.06 0.01 -0.39 0.366
H 5.421107 -0.254399 3.752179 -0.17 0.12 -0.30 0.454
H 5.251181 -0.456814 1.994439 -0.05 0.16 0.19 0.224
C 4.126681 3.261461 2.248096 0.05 0.24 -0.42 -1.550
C 6.324569 1.815883 -0.336725 2.62 1.55 0.88 0.541
C -3.177260 -0.256151 -3.196507 0.13 0.10 -0.18 -0.676
C 0.378561 1.049738 -1.807983 0.02 -0.29 -0.39 -0.675
H 4.582492 3.767530 3.115558 -0.12 -0.18 -0.14 0.392
H 0.593239 4.252567 0.712635 0.09 -0.12 -0.56 0.120
C 2.726873 -1.400590 3.773603 -0.10 -0.46 -0.02 -1.443
N 5.235042 1.263537 -0.813441 -0.91 -1.24 0.19 -0.539
C 3.308273 2.110146 2.667466 0.35 0.10 0.21 1.031
H -6.835281 -3.543447 -1.690465 0.22 0.20 0.24 0.333
P -4.421599 -4.059015 -1.571978 -1.10 -0.68 0.05 0.180
P -2.770701 -2.051407 -3.034360 0.08 0.72 -0.51 0.441
H -6.029665 -5.895561 -1.837426 0.29 -0.14 0.20 0.310
H -1.347646 2.245161 1.828966 0.08 -0.27 -0.04 0.877
H 3.462808 -1.959565 3.181030 -0.05 0.07 0.25 0.401
C -1.021622 1.988546 0.821788 -0.01 -1.02 -0.02 -0.660
H -4.157005 -4.853895 -3.849394 -0.05 0.24 0.03 0.434
H -5.863968 -2.074403 -1.287199 -0.16 -0.34 0.16 0.249
H -4.110772 -0.068985 -2.643842 0.33 0.02 -0.13 0.322
C -1.020562 3.126991 -0.131520 0.00 0.69 -0.63 -1.219
H 5.867679 1.080858 2.661357 -0.16 -0.30 -0.07 0.433
H 1.617436 4.253254 2.696757 -0.18 -0.26 0.18 0.373
H -3.966316 -2.776898 -5.033712 -0.17 0.15 0.05 0.466
N 7.273489 2.425587 0.022634 -2.32 -1.46 -0.60 -0.596
C -5.987960 -3.153879 -1.103270 0.35 -0.11 0.11 -1.079
C -4.712138 -4.010935 -3.412051 0.11 -0.14 0.24 -0.992
H 0.567262 -0.618433 -0.466701 -0.47 0.59 -0.42 -1.749
H 1.105631 3.701803 4.300253 0.02 -0.21 -0.31 0.390
H -5.777153 -4.182157 -3.603000 0.13 -0.11 -0.04 0.515
H -6.166254 -3.333718 -0.030838 -0.05 0.25 -0.36 0.383
C 1.590842 1.780228 -1.344051 0.63 0.08 0.90 -0.432
C -1.535002 -2.265396 -4.384154 0.08 0.13 -0.06 -1.247
C -0.672618 0.721407 0.553546 -0.04 0.10 0.43 -0.453
Tl 2.083064 -2.049256 0.333292 1.04 -0.10 -0.14 0.736
H -1.930841 -1.866463 -5.328538 0.26 -0.06 0.15 0.364